1.
The following is a DFT calculation (ωB97M-V/def2-TZVPD) of a 8-piece molecular cluster, C12H43BO13 overall at a distorted geometry.

```
! RIJCOSX wB97M-V def2-TZVPD def2/J DEFGRID3
* xyz 0 1
O -2.16613 -1.60794 1.68260
H -2.93131 -1.59375 1.04152
H -1.91716 -2.50985 1.95263
H -1.38874 -1.25762 1.09602
B -0.01689 -0.15697 0.67022
H 0.46018 -1.18695 0.93227
H 0.85400 0.47292 0.24873
H -0.91148 -0.17818 -0.07242
H -0.50291 0.35337 1.59139
C -2.79082 1.13602 -4.78519
C -1.94717 0.30841 -3.81962
O -2.13356 0.92147 -2.54193
O -2.19128 2.39124 -5.07893
H -3.84430 1.23663 -4.51720
H -2.81337 0.60607 -5.74731
H -0.88147 0.18200 -4.01086
H -2.37507 -0.70656 -3.79408
H -1.36186 0.74051 -1.98069
H -2.54180 3.01009 -4.42886
C -4.52877 -3.04971 -0.59670
C -4.31956 -1.80000 -1.42701
O -3.12928 -1.15794 -0.90868
O -4.52727 -2.81645 0.80009
H -3.73305 -3.71792 -0.95497
H -5.46891 -3.53673 -0.87054
H -5.07855 -1.05916 -1.15440
H -4.29103 -1.98500 -2.49745
H -3.18342 -0.20383 -1.07279
H -4.76606 -3.63810 1.23811
C 2.26024 -2.94750 -2.13701
C 2.45025 -1.41242 -2.11951
O 2.75132 -0.93677 -0.83454
O 3.34874 -3.64637 -2.75844
H 1.36753 -3.24134 -2.69545
H 2.24310 -3.32785 -1.11293
H 1.54057 -0.97424 -2.55361
H 3.19100 -1.07240 -2.84919
H 1.91941 -0.79088 -0.35610
H 4.03038 -3.02495 -3.02380
C 2.93120 -0.99159 2.80351
C 3.49407 -2.23136 3.51959
O 3.21540 -3.49296 2.91841
O 1.68509 -0.54046 3.32685
H 2.97917 -1.10952 1.72069
H 3.69360 -0.24549 3.06433
H 3.10925 -2.20913 4.53852
H 4.58982 -2.20867 3.52876
H 3.74408 -3.65588 2.13741
H 1.08163 -0.70228 2.58054
C 1.57727 2.43906 -1.66520
C 1.56340 3.95171 -1.71195
O 0.61772 4.52824 -0.85188
O 0.22048 1.94519 -1.65422
H 2.06531 2.13256 -0.73315
H 2.07262 1.91578 -2.48474
H 1.33176 4.27175 -2.74012
H 2.54960 4.33023 -1.43839
H -0.19918 4.01469 -0.89596
H 0.20063 1.34035 -0.88584
C 0.17528 3.56390 4.88200
C 0.58637 2.61228 3.76854
O 1.91029 2.19455 3.89506
O 0.55764 3.00508 6.13754
H -0.88592 3.80397 4.80760
H 0.68122 4.54519 4.87464
H 0.29778 2.99030 2.77590
H -0.08595 1.74292 3.87011
H 2.06816 1.43649 3.31871
H 1.49666 2.80176 6.03937
*
```

## Properties
E_LUMO	-0.58	eV
energy above the lowest of the compared OMol25 structures with the same formula, charge and spin	60.80	kJ/mol
E_tot	-1485.7249	Ha
highest occupied orbital energy	-9.40	eV
Kohn-Sham gap	8.8	eV

=====

2.
The following is a DFT calculation (ωB97M-V/def2-TZVPD) of one molecule with the formula C3H5ClOS at a distorted geometry.

```
! RIJCOSX wB97M-V def2-TZVPD def2/J DEFGRID3
* xyz 0 1
O 1.68464 -1.37488 0.28846
C 0.76447 -0.45796 0.82082
C 0.34640 0.63703 -0.14797
S 0.08264 2.30499 0.43850
C -0.64908 -0.43365 0.28043
Cl -1.19750 -1.46214 -1.02690
H 1.27517 -2.25901 0.33010
H 0.83178 -0.22581 1.88286
H 0.75017 0.45918 -1.13823
H 1.33446 2.75515 0.28189
H -1.40421 -0.22641 1.05719
*
```

## Properties
E_LUMO	0.79	eV
energy above the lowest of the compared OMol25 structures with the same formula, charge and spin	116.10	kJ/mol
E_tot	-1050.8814	Ha
highest occupied orbital energy	-9.25	eV
Kohn-Sham gap	10.0	eV
SMILES	O[C@H]1[C@H](S)[C@H]1Cl

=====

3.
The following is a DFT calculation (ωB97M-V/def2-TZVPD) of an isolated ion of composition C5H10NO and charge +1 at a distorted geometry.

```
! RIJCOSX wB97M-V def2-TZVPD def2/J DEFGRID3
* xyz 1 3
C 0.28150 0.94464 1.05732
C -0.90349 0.08981 1.60863
C 0.11668 -0.03663 -0.24743
C 1.26119 -1.00754 -0.53747
C -0.31941 0.78857 -1.55730
N -1.05318 -0.65741 0.42396
O -1.76695 -1.52268 0.06194
H 0.19929 2.08531 0.77468
H 1.13841 0.68514 1.69711
H -0.76664 -0.68825 2.38205
H -1.87990 0.48553 1.85142
H 1.20395 -1.21290 -1.55685
H 1.24750 -2.00976 -0.06442
H 2.32179 -0.58340 -0.55682
H -0.46823 -0.04437 -2.30636
H 0.65638 1.36388 -1.68550
H -1.26889 1.32006 -1.34498
*
```

## Properties
E_LUMO (alpha / beta)	-2.78 / -8.89	eV
energy above the lowest of the compared OMol25 structures with the same formula, charge and spin	270.23	kJ/mol
E_tot	-326.0184	Ha
highest occupied orbital energy (alpha / beta)	-14.38 / -16.10	eV
<S²>	2.007
Kohn-Sham gap (alpha / beta)	11.6 / 7.2	eV

=====

4.
The following is a DFT calculation (ωB97M-V/def2-TZVPD) of one molecule with the formula C3H5FN2S at a distorted geometry.

```
! RIJCOSX wB97M-V def2-TZVPD def2/J DEFGRID3
* xyz 0 1
F -0.77192 -1.86681 1.55356
C -0.62906 -2.21113 0.23750
C -0.22828 -1.30629 -0.69851
N 0.07491 0.06846 -0.51125
C 0.09025 0.75548 0.69237
N 0.26979 1.99281 0.80371
S 0.70867 2.82017 -0.59666
H -0.91657 -3.23228 0.00157
H -0.09038 -1.65234 -1.70914
H 0.27223 0.60854 -1.34753
H -0.06191 0.18680 1.56794
H 1.28228 3.83658 0.00645
*
```

## Properties
E_LUMO	0.74	eV
energy above the lowest of the compared OMol25 structures with the same formula, charge and spin	122.13	kJ/mol
E_tot	-724.8201	Ha
highest occupied orbital energy	-8.31	eV
Kohn-Sham gap	9.0	eV
SMILES	F/C=C\N/C=N\S

=====

5.
The following is a DFT calculation (ωB97M-V/def2-TZVPD) of one molecule with the formula C5H8FNO at a distorted geometry.

```
! RIJCOSX wB97M-V def2-TZVPD def2/J DEFGRID3
* xyz 0 1
F -2.94748 0.12187 -0.12257
C -1.89699 -0.89641 -0.30599
C -0.61695 -0.16689 0.27838
N -0.28352 0.87868 -0.51395
C 1.07815 1.34820 -0.12536
C 1.86825 0.00924 0.08419
O 1.72806 -1.22406 -0.77276
C 0.77625 -0.93660 0.37136
H -2.05803 -1.74360 0.32227
H -1.77405 -1.01542 -1.41936
H -1.03751 0.10109 1.24809
H -1.07997 1.70122 -0.66958
H 1.11092 1.59776 1.06218
H 1.58237 1.96654 -0.85664
H 2.91584 0.01028 0.44065
H 0.63466 -1.75187 0.97909
*
```

## Properties
E_LUMO	0.95	eV
energy above the lowest of the compared OMol25 structures with the same formula, charge and spin	431.29	kJ/mol
E_tot	-425.0408	Ha
highest occupied orbital energy	-9.06	eV
Kohn-Sham gap	10.0	eV
SMILES	FC[C@@H]1NC[C@@H]2O[C@H]12

=====

6.
The following is a DFT calculation (ωB97M-V/def2-TZVPD) of a 3-piece molecular cluster, C21H54BFO18P3S2 overall at a distorted geometry.

```
! RIJCOSX wB97M-V def2-TZVPD def2/J DEFGRID3
* xyz -1 1
C -8.54446 3.77958 0.40486
O -7.64503 4.07092 -0.66292
B -6.85076 2.91935 -0.89535
O -7.49487 1.91957 -1.59628
P -5.00985 3.00737 -0.09308
C -4.76221 4.59481 -1.17194
C -3.34567 3.38680 0.86203
C -1.93543 2.98140 0.41421
C -0.84690 2.64671 1.48471
S -1.23447 2.09636 3.12364
O -1.32714 3.21041 4.03119
O -0.17778 1.18061 3.49065
O -2.57751 1.27234 3.05235
C -5.25076 1.39858 0.95357
O -6.02654 0.43257 0.27087
C -5.98747 -0.87181 0.75089
O -4.71031 -1.32134 1.10152
C -4.10201 -2.05831 0.04706
C -2.56550 -2.04735 0.19783
O -2.12575 -1.25360 1.28672
S -3.90843 1.73784 -1.82409
O -3.38835 0.49334 -1.27606
O -2.91868 2.53215 -2.52773
F -4.87822 1.25517 -3.04291
H -9.47229 3.34688 0.02446
H -8.77194 4.72092 0.90670
H -8.09532 3.11351 1.14766
H -8.01513 2.33842 -2.29506
H -5.63415 3.77704 0.96767
H -5.16259 4.43189 -2.17471
H -3.71750 4.89583 -1.23068
H -5.32547 5.36492 -0.64764
H -3.54145 3.07658 1.88875
H -3.35688 4.47414 0.97844
H -1.49723 3.85354 -0.07937
H -1.82197 2.20687 -0.33865
H -0.19918 3.50322 1.66840
H -0.17621 1.87362 1.11062
H -2.78069 0.98577 3.95742
H -5.77085 1.71180 1.87124
H -4.26517 1.03319 1.23090
H -6.65220 -1.01990 1.61434
H -6.37939 -1.49931 -0.05653
H -4.35111 -1.62280 -0.92017
H -4.50678 -3.07754 0.08332
H -2.10353 -1.67176 -0.71575
H -2.20316 -3.05707 0.39354
H -2.18173 -0.34029 0.98405
O 2.24572 -0.62465 -0.89198
P 3.25417 -0.26859 -1.89062
O 3.60409 1.30201 -1.82314
C 4.05445 1.87923 -0.59787
C 5.45976 1.43787 -0.22971
O 2.48081 -0.25050 -3.31153
C 1.31877 -1.04592 -3.55135
C 0.07209 -0.19376 -3.57432
O 4.60546 -0.91421 -2.38841
C 5.12310 -0.80440 -3.71685
C 5.71654 0.55120 -4.02868
H 3.34802 1.63815 0.19960
H 4.02745 2.95882 -0.74322
H 5.49947 0.36478 -0.03097
H 5.80074 1.96386 0.66335
H 6.15294 1.64240 -1.04595
H 1.22750 -1.83319 -2.80213
H 1.46958 -1.52930 -4.52055
H -0.00104 0.41016 -2.67077
H -0.82007 -0.81594 -3.65017
H 0.08758 0.49504 -4.42021
H 4.37642 -1.08961 -4.45431
H 5.90862 -1.56057 -3.76925
H 4.94204 1.30678 -4.15331
H 6.28370 0.49036 -4.95916
H 6.38193 0.87789 -3.23024
O 4.43509 -2.34883 -0.20705
P 4.11499 -3.06101 1.03493
O 4.37537 -2.15223 2.31904
C 3.68947 -0.88205 2.40110
C 2.20614 -1.00809 2.66750
O 5.34363 -4.11146 1.23941
C 6.09709 -4.57186 0.12075
C 7.47089 -3.93593 0.11160
O 2.93888 -4.01122 1.45177
C 3.03892 -5.10801 2.36823
C 3.12745 -4.67495 3.81330
H 3.86756 -0.32933 1.48127
H 4.16558 -0.33455 3.21479
H 1.68997 -1.50800 1.84462
H 1.75744 -0.02436 2.79324
H 2.02126 -1.59370 3.56939
H 5.57365 -4.36712 -0.81287
H 6.18345 -5.65738 0.21968
H 7.38958 -2.85104 0.17397
H 8.01463 -4.20019 -0.79703
H 8.05084 -4.27147 0.97318
H 3.85599 -5.77350 2.09833
H 2.12060 -5.67667 2.21847
H 4.10379 -4.25041 4.04468
H 2.97312 -5.54207 4.45745
H 2.37080 -3.92547 4.04128
*
```

## Properties
E_LUMO	2.24	eV
energy above the lowest of the compared OMol25 structures with the same formula, charge and spin	0.00	kJ/mol
E_tot	-4132.1824	Ha
highest occupied orbital energy	-4.29	eV
Kohn-Sham gap	6.5	eV

=====

7.
The following is a DFT calculation (ωB97M-V/def2-TZVPD) of C4H6O2 as an isolated structure.

```
! RIJCOSX wB97M-V def2-TZVPD def2/J DEFGRID3
* xyz 0 1
C 1.68606 0.19511 -0.19247
O 1.32402 -0.46780 1.02254
C 0.30538 -0.18395 0.08487
C -0.84411 0.72907 0.44823
O -1.90994 -0.05196 -0.17016
C -0.52231 -1.30326 -0.49470
H 2.26728 -0.40586 -0.89285
H 2.01503 1.22960 -0.08431
H -0.84267 1.70650 -0.03890
H -1.00490 0.85441 1.52400
H -2.05949 -0.83993 0.38788
H -0.53329 -1.26683 -1.59258
*
```

## Properties
E_LUMO	0.52	eV
energy above the lowest of the compared OMol25 structures with the same formula, charge and spin	581.82	kJ/mol
E_tot	-306.2847	Ha
highest occupied orbital energy	-8.47	eV
Kohn-Sham gap	9.0	eV

=====

What did the fourth record say?
The following is a DFT calculation (ωB97M-V/def2-TZVPD) of one molecule with the formula C3H5FN2S at a distorted geometry.

```
! RIJCOSX wB97M-V def2-TZVPD def2/J DEFGRID3
* xyz 0 1
F -0.77192 -1.86681 1.55356
C -0.62906 -2.21113 0.23750
C -0.22828 -1.30629 -0.69851
N 0.07491 0.06846 -0.51125
C 0.09025 0.75548 0.69237
N 0.26979 1.99281 0.80371
S 0.70867 2.82017 -0.59666
H -0.91657 -3.23228 0.00157
H -0.09038 -1.65234 -1.70914
H 0.27223 0.60854 -1.34753
H -0.06191 0.18680 1.56794
H 1.28228 3.83658 0.00645
*
```

## Properties
E_LUMO	0.74	eV
energy above the lowest of the compared OMol25 structures with the same formula, charge and spin	122.13	kJ/mol
E_tot	-724.8201	Ha
highest occupied orbital energy	-8.31	eV
Kohn-Sham gap	9.0	eV
SMILES	F/C=C\N/C=N\S

=====

Repeat the fourth record exactly.
The following is a DFT calculation (ωB97M-V/def2-TZVPD) of one molecule with the formula C3H5FN2S at a distorted geometry.

```
! RIJCOSX wB97M-V def2-TZVPD def2/J DEFGRID3
* xyz 0 1
F -0.77192 -1.86681 1.55356
C -0.62906 -2.21113 0.23750
C -0.22828 -1.30629 -0.69851
N 0.07491 0.06846 -0.51125
C 0.09025 0.75548 0.69237
N 0.26979 1.99281 0.80371
S 0.70867 2.82017 -0.59666
H -0.91657 -3.23228 0.00157
H -0.09038 -1.65234 -1.70914
H 0.27223 0.60854 -1.34753
H -0.06191 0.18680 1.56794
H 1.28228 3.83658 0.00645
*
```

## Properties
E_LUMO	0.74	eV
energy above the lowest of the compared OMol25 structures with the same formula, charge and spin	122.13	kJ/mol
E_tot	-724.8201	Ha
highest occupied orbital energy	-8.31	eV
Kohn-Sham gap	9.0	eV
SMILES	F/C=C\N/C=N\S

=====

Which value of energy above the lowest of the compared OMol25 structures with the same formula, charge and spin does entry 4 give? 122.13 kJ/mol

=====

Please write out number 4 again, unchanged.
The following is a DFT calculation (ωB97M-V/def2-TZVPD) of one molecule with the formula C3H5FN2S at a distorted geometry.

```
! RIJCOSX wB97M-V def2-TZVPD def2/J DEFGRID3
* xyz 0 1
F -0.77192 -1.86681 1.55356
C -0.62906 -2.21113 0.23750
C -0.22828 -1.30629 -0.69851
N 0.07491 0.06846 -0.51125
C 0.09025 0.75548 0.69237
N 0.26979 1.99281 0.80371
S 0.70867 2.82017 -0.59666
H -0.91657 -3.23228 0.00157
H -0.09038 -1.65234 -1.70914
H 0.27223 0.60854 -1.34753
H -0.06191 0.18680 1.56794
H 1.28228 3.83658 0.00645
*
```

## Properties
E_LUMO	0.74	eV
energy above the lowest of the compared OMol25 structures with the same formula, charge and spin	122.13	kJ/mol
E_tot	-724.8201	Ha
highest occupied orbital energy	-8.31	eV
Kohn-Sham gap	9.0	eV
SMILES	F/C=C\N/C=N\S